Entry 1:
{"formula": "C28H78N4O13", "method": "the ωB97M-V functional and the def2-TZVPD basis", "elements": ["C", "O", "C", "C", "N", "C", "C", "O", "C", "H", "H", "H", "H", "H", "H", "H", "H", "H", "H", "H", "H", "H", "H", "H", "C", "O", "C", "C", "N", "C", "C", "O", "C", "H", "H", "H", "H", "H", "H", "H", "H", "H", "H", "H", "H", "H", "H", "H", "C", "O", "C", "C", "N", "C", "C", "O", "C", "H", "H", "H", "H", "H", "H", "H", "H", "H", "H", "H", "H", "H", "H", "H", "C", "O", "C", "C", "N", "C", "C", "O", "C", "H", "H", "H", "H", "H", "H", "H", "H", "H", "H", "H", "H", "H", "H", "H", "C", "O", "H", "H", "H", "H", "C", "O", "H", "H", "H", "H", "C", "O", "H", "H", "H", "H", "C", "O", "H", "H", "H", "H", "O", "H", "H"], "coordinates": [[1.52890, -3.24062, -7.46433], [0.55592, -2.74226, -6.56189], [0.82230, -3.09393, -5.22088], [0.06698, -2.14243, -4.29570], [0.82239, -0.94698, -3.99880], [0.00647, -0.00785, -3.21581], [0.74802, 1.27063, -2.92996], [0.95715, 1.95041, -4.16209], [1.58791, 3.19925, -3.99245], [1.22410, -2.94014, -8.46516], [1.47037, -4.33462, -7.43803], [2.52443, -2.85443, -7.24405], [1.89501, -3.03036, -4.99722], [0.51790, -4.13264, -5.03102], [-0.07212, -2.72808, -3.37956], [-0.92630, -1.98577, -4.73997], [1.02372, -0.46536, -4.87179], [-0.39082, -0.48465, -2.32476], [-0.83825, 0.30492, -3.85197], [1.69094, 1.09836, -2.39539], [0.14476, 1.94872, -2.30906], [2.51479, 3.03670, -3.42740], [0.97290, 3.96082, -3.50944], [1.86859, 3.53107, -4.99166], [0.91428, 0.72876, 3.81614], [2.21811, 0.23924, 4.02519], [2.39175, -0.24411, 5.32776], [3.76346, -0.87328, 5.43428], [4.82109, 0.12748, 5.57695], [6.08912, -0.29063, 5.00000], [6.17144, 0.09537, 3.51286], [5.80647, 1.43989, 3.26005], [6.70050, 2.38471, 3.80317], [0.83168, 1.20026, 2.84279], [0.70620, 1.51712, 4.55579], [0.17412, -0.05468, 3.99613], [1.66266, -1.00726, 5.63619], [2.29445, 0.55863, 6.07148], [3.93562, -1.59459, 4.62021], [3.75089, -1.56249, 6.29309], [4.46810, 0.93861, 5.07683], [6.20748, -1.36782, 5.11315], [6.93634, 0.18201, 5.50164], [5.49704, -0.52538, 2.92261], [7.17777, -0.06697, 3.10461], [7.58782, 2.56191, 3.18951], [6.99345, 2.10183, 4.81674], [6.16698, 3.33158, 3.88956], [-6.22626, -4.79067, 0.84245], [-4.84614, -4.51095, 0.85883], [-4.02167, -5.20393, -0.03648], [-2.63459, -4.63329, 0.15815], [-1.69416, -5.08387, -0.87393], [-0.38468, -4.46451, -0.63340], [0.63491, -5.09218, -1.56533], [0.55131, -6.50055, -1.52199], [1.46492, -7.10929, -2.41928], [-6.62982, -4.40703, -0.10548], [-6.71339, -4.26595, 1.66112], [-6.43368, -5.86029, 0.94337], [-4.37687, -4.97861, -1.05354], [-3.96107, -6.29798, 0.05149], [-2.21675, -4.84264, 1.15244], [-2.71579, -3.54670, 0.06494], [-1.50829, -6.07632, -0.74574], [-0.04203, -4.60745, 0.39873], [-0.44561, -3.39696, -0.84977], [1.65367, -4.74944, -1.34004], [0.42651, -4.75881, -2.59346], [2.44849, -7.23601, -1.96442], [1.51363, -6.53180, -3.34415], [1.04702, -8.09308, -2.62698], [-1.09757, 10.39180, -3.59378], [-1.22204, 8.99530, -3.47528], [-0.72003, 8.51109, -2.22424], [-0.96969, 7.01525, -2.15942], [-0.18407, 6.49832, -1.03880], [-0.31856, 5.04255, -0.89911], [0.16100, 4.50108, 0.42945], [-0.89815, 4.48469, 1.35373], [-0.44481, 4.31726, 2.68475], [-0.06069, 10.71754, -3.46035], [-1.74862, 10.87103, -2.84998], [-1.45943, 10.67837, -4.57865], [-1.24560, 9.07754, -1.44534], [0.34759, 8.74719, -2.22117], [-0.62420, 6.61060, -3.10930], [-2.03015, 6.80932, -1.98111], [-0.51761, 6.90913, -0.17186], [0.21750, 4.59651, -1.73814], [-1.36730, 4.75666, -1.08472], [1.02779, 5.07560, 0.76916], [0.48799, 3.47424, 0.20984], [-1.18169, 4.64683, 3.41059], [0.49679, 4.83223, 2.90350], [-0.21756, 3.24722, 2.76824], [-4.73613, -0.04871, 3.87528], [-4.90971, -1.05621, 2.89485], [-3.96080, 0.66292, 3.56835], [-5.64705, 0.55131, 3.95665], [-4.43954, -0.41618, 4.85826], [-4.82601, -1.91311, 3.32021], [-4.70464, -1.28745, -0.80125], [-3.55378, -1.71119, -1.53956], [-5.61101, -1.66665, -1.27572], [-4.74346, -1.61459, 0.24298], [-4.68769, -0.19498, -0.77416], [-3.82736, -2.36146, -2.18784], [-0.26891, -2.83931, 3.09103], [-0.56497, -3.74572, 4.14317], [0.07035, -3.41099, 2.23522], [-1.16537, -2.23714, 2.90109], [0.51873, -2.11785, 3.33366], [-0.57052, -3.31919, 5.00102], [-1.80318, 0.59778, 0.75799], [-1.45015, -0.37185, -0.21475], [-0.89081, 1.14582, 1.02524], [-2.43778, 1.43301, 0.43817], [-2.18017, 0.11926, 1.66498], [-2.23900, -0.90447, -0.40125], [1.25880, -0.51607, 0.44364], [1.73365, -1.03564, -0.21311], [0.33311, -0.50132, 0.13197]], "atomic_forces_ev_per_a": [[-0.95, -0.28, 0.04], [0.38, 0.41, -0.17], [-0.07, 0.24, 0.16], [0.34, -1.26, -0.11], [-0.17, 0.40, 0.18], [-0.12, 0.22, -1.06], [-0.14, 0.58, 0.30], [-0.09, -0.20, 0.01], [0.71, -0.62, -0.38], [0.07, 0.16, 0.02], [0.53, -0.06, -0.01], [0.12, -0.14, 0.07], [0.02, 0.08, -0.06], [-0.10, 0.00, -0.09], [-0.17, 0.38, 0.19], [-0.03, 0.22, 0.06], [0.16, -0.13, 0.01], [0.15, 0.05, 0.14], [-0.30, -0.10, 0.35], [0.09, -0.06, -0.18], [-0.12, -0.31, 0.24], [-0.04, 0.34, 0.12], [-0.16, -0.13, 0.06], [-0.09, 0.17, 0.05], [0.10, 0.59, 0.91], [-0.26, -0.07, -0.34], [0.50, -0.42, 0.40], [0.17, -0.80, 0.61], [-0.57, -0.20, 0.00], [0.08, 0.62, -0.62], [0.32, -0.35, -0.32], [-0.17, 0.03, 0.07], [-0.26, 0.26, 0.38], [0.12, -0.45, -0.26], [-0.05, 0.03, 0.02], [-0.13, -0.06, -0.37], [-0.27, 0.01, -0.47], [0.06, 0.16, -0.05], [-0.16, 0.48, -0.43], [0.08, 0.42, 0.26], [0.43, 0.13, -0.05], [0.05, -0.04, -0.04], [-0.14, -0.09, 0.33], [-0.19, 0.14, 0.01], [0.10, -0.17, 0.20], [0.06, -0.29, -0.10], [0.20, 0.09, -0.03], [-0.05, -0.02, -0.12], [0.23, -0.03, -0.72], [-0.03, -0.14, 1.30], [0.21, 0.38, -0.69], [0.54, 0.34, -0.43], [0.26, 0.09, 0.45], [0.04, -0.58, -0.42], [0.03, 0.40, -0.53], [0.17, 0.16, 0.17], [-0.68, -0.24, 0.31], [-0.29, -0.26, 0.07], [0.19, 0.09, 0.06], [0.00, -0.02, -0.09], [0.23, -0.17, -0.12], [-0.55, 0.00, 0.42], [-0.41, -0.07, 0.16], [0.02, -0.02, 0.08], [-0.32, -0.03, -0.19], [-0.10, 0.09, 0.12], [0.05, 0.10, 0.12], [-0.03, -0.02, 0.21], [-0.06, -0.08, 0.02], [0.14, 0.19, -0.07], [0.20, -0.05, -0.10], [0.17, -0.06, -0.14], [-0.42, -0.20, 0.23], [-0.01, -0.36, -0.06], [-0.50, 0.70, -1.20], [0.45, 0.75, 0.98], [0.20, -0.54, 0.23], [-0.49, 0.63, -0.73], [0.01, -0.63, -1.11], [-0.09, 1.16, 0.46], [0.55, -0.93, -0.38], [-0.01, 0.07, 0.01], [0.22, 0.21, 0.03], [0.12, -0.04, -0.07], [0.21, -0.22, 0.34], [0.09, -0.23, 0.46], [-0.09, -0.34, 0.06], [-0.14, -0.02, -0.50], [-0.07, 0.14, -0.11], [0.29, -0.10, 0.24], [0.00, -0.23, 0.39], [-0.06, 0.06, 0.18], [0.17, -0.07, 0.40], [-0.28, -0.13, -0.20], [-0.08, 0.27, -0.24], [-0.12, 0.04, 0.65], [0.07, 0.80, -0.09], [0.15, -0.14, 0.13], [0.07, -0.23, -0.15], [-0.08, -0.21, 0.19], [-0.17, -0.20, -0.03], [0.01, -0.05, -0.13], [-0.32, 0.21, 0.02], [-0.11, -0.03, 0.44], [-0.07, 0.31, -0.03], [0.47, -0.32, -0.14], [-0.25, -0.05, -0.19], [0.17, -0.14, 0.01], [-0.19, 0.75, 0.69], [0.21, -0.61, -0.04], [-0.28, 0.00, -0.12], [0.07, -0.15, -0.58], [0.15, -0.26, 0.10], [0.06, 0.28, -0.08], [0.85, 0.71, 0.59], [-0.60, 0.36, 0.15], [0.11, -0.39, 0.08], [-0.48, -0.58, -0.38], [-0.21, 0.13, -0.04], [0.33, -0.12, -0.39], [-0.20, 0.03, -0.07], [-0.01, 0.07, 0.02], [0.28, -0.22, 0.02]], "max_force_ev_per_a": 1.47, "homo_energy_ev": -8.56, "e_above_lowest_kcal_mol": 0.0, "lumo_energy_ha": 0.017, "gap_ev": 9.0300, "smiles": "COCCNCCOC.COCCNCCOC.COCCNCCOC.COCCNCCOC.CO.CO.CO.CO.O"}

=====

Entry 2:
{"formula": "C28H79F3HfN5O15S", "method": "the ωB97M-V functional and the def2-TZVPD basis", "elements": ["Hf", "C", "F", "F", "F", "S", "O", "O", "O", "C", "O", "H", "H", "H", "H", "C", "O", "H", "H", "H", "H", "C", "O", "H", "H", "H", "H", "C", "C", "C", "O", "C", "N", "H", "H", "H", "H", "H", "H", "H", "H", "H", "H", "H", "C", "C", "C", "O", "C", "N", "H", "H", "H", "H", "H", "H", "H", "H", "H", "H", "H", "C", "C", "C", "O", "C", "N", "H", "H", "H", "H", "H", "H", "H", "H", "H", "H", "H", "C", "C", "C", "O", "C", "N", "H", "H", "H", "H", "H", "H", "H", "H", "H", "H", "H", "C", "C", "C", "O", "C", "N", "H", "H", "H", "H", "H", "H", "H", "H", "H", "H", "H", "C", "C", "O", "O", "H", "H", "H", "H", "H", "H", "C", "C", "O", "O", "H", "H", "H", "H", "H", "H"], "coordinates": [[-0.68681, 0.13850, 2.86755], [0.00210, -0.88719, -1.78436], [-1.24028, -1.33819, -1.93187], [0.74807, -1.36679, -2.73941], [0.00209, 0.44579, -1.80440], [0.64900, -1.41554, -0.12756], [0.07915, -2.72160, 0.12284], [2.06983, -1.36262, -0.20111], [0.12278, -0.41836, 0.87036], [0.54434, 1.11770, -4.71916], [0.42475, 1.94387, -5.83008], [1.43048, 0.46528, -4.75834], [0.66496, 1.67404, -3.78835], [-0.29791, 0.42783, -4.56197], [0.25285, 1.42480, -6.62057], [1.29235, 2.11907, 0.84236], [0.04233, 2.02683, 1.58310], [1.85766, 2.98587, 1.18736], [1.85753, 1.19541, 0.88429], [1.07143, 2.30186, -0.21125], [-0.44833, 2.82800, 1.24057], [-2.69878, -4.73991, 1.43788], [-2.72209, -4.09340, 2.72072], [-3.58844, -4.48013, 0.86078], [-1.84898, -4.34150, 0.88331], [-2.60574, -5.81675, 1.55902], [-3.51613, -4.16882, 3.25509], [-0.08506, -4.28156, 4.15146], [0.66678, -3.02188, 3.75728], [1.87165, -3.44222, 2.94939], [2.57719, -2.26362, 2.53390], [3.91830, -2.51737, 2.09528], [-0.32130, -2.20360, 2.86961], [-1.04795, -4.16696, 4.63817], [0.49997, -4.88661, 4.85403], [-0.13963, -4.95425, 3.29204], [0.99274, -2.50930, 4.66322], [1.56702, -4.01444, 2.06756], [2.54449, -3.99572, 3.60787], [4.32983, -1.55981, 1.78965], [3.97514, -3.21563, 1.26120], [4.51928, -2.93996, 2.90608], [-1.17710, -2.75954, 3.07621], [-0.09549, -2.55548, 1.91689], [-0.59038, 4.14138, -2.13020], [-0.44574, 4.88220, -0.80803], [-0.81443, 6.33715, -0.96669], [-0.81466, 6.93900, 0.31181], [-1.21888, 8.30935, 0.26619], [-1.30745, 4.28467, 0.23978], [-1.63449, 4.17491, -2.44832], [-0.33108, 3.09457, -1.95920], [0.05509, 4.56723, -2.89333], [0.60771, 4.84575, -0.51611], [-1.84071, 6.45303, -1.36559], [-0.18943, 6.90095, -1.66932], [-0.72403, 8.82182, -0.55810], [-1.03286, 8.73862, 1.24315], [-2.30186, 8.34532, 0.08849], [-1.33939, 5.02685, 0.95413], [-2.28201, 4.33067, -0.07123], [5.43998, -5.45088, -0.23757], [4.38481, -5.93824, -1.23099], [3.08471, -5.16177, -1.06110], [2.04020, -5.91916, -1.64253], [0.81459, -5.26513, -1.58704], [4.95376, -5.78625, -2.57823], [5.13533, -5.67788, 0.78990], [5.67377, -4.38783, -0.34365], [6.36346, -5.99694, -0.42270], [4.17221, -6.98893, -1.03483], [3.16597, -4.17278, -1.54330], [2.81609, -4.95391, -0.00658], [0.83593, -4.21377, -1.89621], [0.40810, -5.24549, -0.55577], [0.08171, -5.82879, -2.16232], [4.94366, -4.79775, -2.82047], [4.32009, -6.22374, -3.24399], [-2.96278, 1.11667, -3.41331], [-4.39866, 1.54866, -3.12019], [-5.37303, 0.90207, -4.10161], [-5.02926, 1.03884, -5.46335], [-4.91252, 2.35593, -5.93797], [-4.77229, 1.14777, -1.73505], [-2.26413, 1.67715, -2.79340], [-2.74840, 1.43200, -4.43677], [-2.79162, 0.04372, -3.32179], [-4.41232, 2.63790, -3.10403], [-6.35425, 1.39021, -3.96841], [-5.47767, -0.17024, -3.94006], [-4.33809, 3.00433, -5.26890], [-5.87431, 2.80989, -6.19239], [-4.33805, 2.30645, -6.86366], [-5.73124, 1.44732, -1.57175], [-4.76206, 0.14167, -1.60447], [-4.11952, 3.25468, 2.39654], [-3.41386, 1.91787, 2.38637], [-3.00634, 1.50222, 1.00389], [-2.25382, 0.28156, 1.06995], [-2.85339, -0.78643, 0.29003], [-2.21894, 1.91023, 3.34606], [-3.47699, 4.09791, 2.12416], [-4.54080, 3.48501, 3.37444], [-4.89375, 3.23019, 1.62901], [-4.06366, 1.12202, 2.76968], [-2.37136, 2.28800, 0.58810], [-3.85267, 1.46876, 0.31732], [-3.81347, -1.02591, 0.75959], [-2.26271, -1.69471, 0.39026], [-3.01973, -0.51614, -0.74558], [-2.71314, 1.97882, 4.24693], [-1.85000, 2.86923, 3.32181], [5.59454, 0.55117, 0.41420], [5.20657, 0.06597, -0.96746], [4.69422, -1.26193, -0.93333], [4.42932, 0.85360, 1.20989], [6.22605, 1.43466, 0.28974], [6.14789, -0.22184, 0.94074], [6.06686, 0.05626, -1.63647], [4.46465, 0.74021, -1.42231], [3.85671, -1.24066, -0.45267], [4.22291, 1.78031, 1.05870], [2.52004, 0.40704, 3.91022], [1.99578, 1.76953, 4.17541], [0.52904, 1.79433, 4.17852], [1.64143, -0.18697, 2.90372], [2.46110, -0.26742, 4.76677], [3.54611, 0.46174, 3.54533], [2.41262, 2.50901, 3.49308], [2.31493, 2.07219, 5.17591], [0.33737, 2.67448, 4.52981], [2.11278, -1.04564, 2.58208]], "atomic_forces_ev_per_a": [[4.50, 1.30, -5.33], [-0.28, 0.22, 0.25], [0.14, 0.06, -0.04], [0.29, -0.05, 0.04], [-0.05, -0.02, -0.02], [0.62, -1.20, 0.46], [-0.31, 0.32, 0.12], [-0.20, 0.49, -0.17], [-0.76, 0.16, 0.48], [0.47, -1.33, 0.54], [-0.22, 0.57, 0.07], [0.02, 0.12, -0.21], [-0.14, 0.54, -0.36], [-0.19, 0.24, -0.20], [0.07, -0.08, 0.03], [0.13, 0.10, -0.77], [-0.03, -0.07, 0.22], [0.02, -0.14, 0.28], [-0.01, 0.04, 0.38], [-0.19, -0.06, 0.07], [-0.64, -0.15, -0.06], [-0.62, 0.16, 0.17], [0.86, 1.03, 0.16], [-0.07, -0.25, 0.05], [0.15, -0.09, 0.20], [-0.04, -0.02, -0.14], [-0.32, -0.57, -0.53], [1.02, -1.27, 0.46], [-0.65, -0.50, 0.13], [0.19, 0.95, 0.15], [0.59, -1.42, -0.23], [0.77, -0.06, -0.12], [-0.67, -0.36, 1.51], [-0.11, 0.34, -0.26], [0.17, 0.36, 0.09], [-0.56, 0.20, -0.10], [-0.20, 0.56, -0.22], [0.20, -0.13, 0.05], [-0.14, -0.32, -0.18], [0.00, -0.02, -0.01], [-0.36, 0.06, -0.13], [-0.19, 0.14, 0.11], [-0.24, 0.43, -0.41], [-0.29, 0.58, -0.06], [-0.21, -0.20, 0.69], [0.01, 0.30, -0.88], [-0.92, 0.94, 0.01], [0.55, -0.01, 0.15], [-0.71, -0.56, -0.14], [0.22, 0.31, 1.03], [0.05, 0.03, -0.22], [0.06, -0.05, -0.27], [-0.04, -0.04, -0.10], [-0.13, -0.15, 0.42], [0.08, -0.39, -0.14], [0.33, -0.29, 0.11], [0.20, 0.23, 0.24], [0.29, 0.17, -0.07], [0.08, 0.12, -0.07], [0.26, -0.19, 0.00], [0.23, -0.30, -0.44], [-0.02, -0.45, 0.19], [0.56, 0.91, 0.10], [-0.35, -0.15, 0.08], [0.20, 0.38, -0.25], [-0.82, -0.19, 0.67], [-0.75, -0.28, 0.00], [0.01, 0.19, 0.00], [-0.18, 0.04, -0.04], [0.02, 0.03, -0.01], [0.04, -0.05, -0.14], [0.03, -0.08, -0.07], [0.19, -0.23, 0.09], [0.24, -0.10, -0.36], [0.25, -0.03, 0.00], [0.17, 0.07, -0.28], [0.22, -0.05, 0.03], [0.19, -0.05, -0.03], [-0.22, 0.81, -0.33], [0.72, -1.30, 0.82], [-0.74, 1.23, -0.91], [0.44, -0.47, 0.30], [0.31, 0.28, -0.57], [-0.06, 0.59, 0.24], [0.09, -0.16, 0.27], [0.14, -0.34, -0.03], [-0.14, -0.01, -0.04], [-0.31, 0.00, -0.31], [-0.05, -0.30, 0.27], [0.12, -0.01, 0.23], [-0.19, 0.04, 0.10], [-0.10, -0.02, 0.32], [-0.07, -0.08, -0.01], [0.01, -0.15, 0.05], [-0.21, -0.06, -0.47], [-0.01, 0.18, -0.13], [-0.33, -0.60, 0.06], [0.48, 1.39, 0.09], [0.05, -0.15, 1.19], [-0.85, -0.98, 0.85], [-0.87, 0.04, 0.41], [0.26, -0.22, 0.01], [-0.23, -0.07, -0.09], [-0.26, 0.05, 0.27], [-0.13, 0.19, 0.12], [0.26, -0.31, -0.11], [-0.13, -0.56, -0.04], [-0.06, 0.16, -0.16], [0.36, 0.24, -0.15], [0.38, 0.34, 0.11], [0.39, -0.52, 0.09], [0.56, -0.38, -0.46], [0.12, 0.23, -0.64], [-0.28, -0.51, -0.06], [0.12, 0.21, 0.16], [-0.15, 0.07, 0.22], [0.00, 0.01, 0.31], [0.09, -0.02, 0.01], [0.10, -0.04, 0.14], [0.08, 0.09, 0.13], [0.22, 0.00, -0.32], [0.05, -0.01, -0.05], [-0.98, -0.99, -0.27], [0.78, 0.62, 1.01], [0.19, -1.08, 0.07], [-1.73, 2.50, 1.03], [0.20, 0.30, 0.24], [-0.06, -0.04, -0.17], [-0.50, -0.05, -0.35], [-0.01, 0.02, -0.02], [-0.63, -0.17, -0.06], [-0.28, -0.74, -0.14]], "max_force_ev_per_a": 7.10, "homo_energy_ev": -13.84, "e_above_lowest_kcal_mol": 10.1, "lumo_energy_ha": -0.394, "gap_ev": 3.1310, "charge": 3}

=====

> What is the formula in the first record?

C28H78N4O13